(1)
A 9-piece molecular cluster, C54H80F24NO17 overall. Source: the Open Molecules 2025 dataset; level of theory: ωB97M-V/def2-TZVPD.

Calculated values
- Electronic energy: -5836.13727 a.u.
- Frontier orbital gap: 8.782 eV
- Total charge: +1

Positions of all 176 atoms, in Å:
C  -4.02  -1.91  -0.30
C  -3.82  -0.89  -1.45
C  -2.95  -1.47  -2.56
C  -2.22  -0.33  -3.31
C  -1.64  -0.78  -4.68
C  -0.37  0.00  -4.99
C  0.74  -0.79  -5.72
C  0.97  -2.21  -5.20
C  0.99  -2.34  -3.68
C  0.40  -3.67  -3.19
C  0.65  -3.90  -1.70
C  2.06  -4.51  -1.39
C  2.84  -3.68  -0.33
C  4.04  -2.90  -0.90
N  3.89  -1.43  -0.79
C  2.75  -0.82  -1.10
C  2.61  0.51  -1.02
C  3.66  1.29  -0.59
C  3.58  2.78  -0.47
O  2.41  3.22  0.20
C  1.31  3.46  -0.70
C  0.05  2.79  -0.13
C  4.82  0.65  -0.25
C  4.92  -0.68  -0.36
H  -3.63  -2.89  -0.57
H  -5.07  -2.00  -0.05
H  -3.50  -1.59  0.60
H  -3.35  0.01  -1.06
H  -4.79  -0.60  -1.86
H  -3.56  -1.97  -3.31
H  -2.19  -2.12  -2.14
H  -2.87  0.54  -3.42
H  -1.41  -0.02  -2.65
H  -2.44  -0.62  -5.40
H  -1.48  -1.86  -4.58
H  -0.65  0.82  -5.66
H  0.05  0.49  -4.12
H  0.57  -0.77  -6.80
H  1.67  -0.23  -5.58
H  0.26  -2.89  -5.68
H  1.95  -2.52  -5.57
H  0.43  -1.55  -3.17
H  2.03  -2.32  -3.35
H  0.72  -4.50  -3.81
H  -0.68  -3.58  -3.30
H  0.51  -2.97  -1.15
H  -0.09  -4.62  -1.37
H  2.63  -4.61  -2.31
H  1.88  -5.49  -0.97
H  3.23  -4.40  0.38
H  2.17  -3.04  0.23
H  4.92  -3.15  -0.32
H  4.24  -3.21  -1.92
H  1.91  -1.41  -1.42
H  1.68  0.99  -1.30
H  3.65  3.28  -1.43
H  4.42  3.14  0.12
H  1.14  4.53  -0.80
H  1.53  3.07  -1.70
H  0.32  2.17  0.72
H  -0.46  2.18  -0.87
H  -0.64  3.53  0.25
H  5.68  1.19  0.13
H  5.82  -1.20  -0.09
C  4.20  6.34  1.66
C  3.77  6.27  0.21
O  3.31  7.55  -0.26
C  4.26  8.41  -0.63
O  5.44  8.21  -0.62
C  3.61  9.70  -1.15
F  2.62  10.11  -0.34
F  3.09  9.51  -2.37
F  4.51  10.68  -1.23
H  3.39  6.73  2.27
H  4.47  5.35  2.03
H  5.05  7.01  1.78
H  2.94  5.59  0.10
H  4.58  5.90  -0.43
C  -0.20  -6.89  4.51
C  -0.68  -6.89  3.08
O  -1.04  -5.56  2.66
C  -0.05  -4.78  2.26
O  1.11  -5.06  2.21
C  -0.61  -3.43  1.81
F  -1.53  -2.95  2.66
F  -1.19  -3.54  0.61
F  0.36  -2.51  1.71
H  -0.94  -6.44  5.15
H  -0.01  -7.90  4.85
H  0.72  -6.31  4.61
H  -1.59  -7.49  2.99
H  0.06  -7.32  2.40
C  7.83  -2.68  -7.45
C  7.99  -3.76  -6.40
O  7.00  -3.61  -5.35
C  5.80  -4.10  -5.61
O  5.45  -4.66  -6.60
C  4.89  -3.90  -4.38
F  5.01  -2.66  -3.86
F  5.20  -4.77  -3.40
F  3.61  -4.09  -4.68
H  7.87  -1.69  -6.99
H  8.63  -2.76  -8.19
H  6.88  -2.76  -7.96
H  8.95  -3.68  -5.91
H  7.92  -4.76  -6.83
C  -7.48  -1.35  -2.11
C  -8.32  -1.00  -0.89
O  -9.40  -0.12  -1.25
C  -10.48  -0.70  -1.76
O  -10.63  -1.87  -1.95
C  -11.56  0.36  -2.03
F  -11.03  1.44  -2.62
F  -12.13  0.75  -0.89
F  -12.51  -0.12  -2.83
H  -7.13  -0.44  -2.60
H  -6.62  -1.95  -1.82
H  -8.06  -1.91  -2.84
H  -7.72  -0.46  -0.16
H  -8.70  -1.89  -0.40
C  -0.04  -0.26  7.98
C  -1.25  -0.65  7.16
O  -1.14  -2.01  6.68
C  -1.48  -2.96  7.53
O  -1.86  -2.80  8.65
C  -1.36  -4.33  6.86
F  -0.22  -4.44  6.15
F  -2.38  -4.53  6.00
F  -1.38  -5.32  7.75
H  0.87  -0.42  7.41
H  -0.11  0.78  8.27
H  0.03  -0.87  8.88
H  -1.33  -0.03  6.28
H  -2.18  -0.54  7.73
C  -0.54  3.11  -10.20
C  0.73  3.21  -9.38
O  1.55  2.04  -9.56
C  2.32  2.02  -10.65
O  2.38  2.88  -11.48
C  3.16  0.74  -10.67
F  2.43  -0.33  -10.35
F  4.16  0.83  -9.77
F  3.69  0.54  -11.86
H  -1.08  2.19  -9.96
H  -1.19  3.96  -9.99
H  -0.32  3.10  -11.26
H  0.49  3.24  -8.32
H  1.29  4.10  -9.62
C  -5.39  -3.35  9.95
C  -6.69  -2.67  9.59
O  -6.91  -1.50  10.39
C  -6.28  -0.40  10.00
O  -5.56  -0.29  9.05
C  -6.65  0.77  10.93
F  -6.61  0.40  12.22
F  -7.88  1.20  10.66
F  -5.81  1.79  10.76
H  -5.36  -3.58  11.02
H  -5.27  -4.27  9.39
H  -4.54  -2.70  9.74
H  -7.53  -3.33  9.78
H  -6.72  -2.41  8.53
C  1.65  8.72  8.24
C  0.82  8.19  7.08
O  1.67  7.70  6.03
C  2.13  6.47  6.17
O  1.93  5.73  7.09
C  2.97  6.08  4.95
F  3.80  7.07  4.58
F  2.18  5.80  3.89
F  3.71  5.00  5.17
H  2.35  9.47  7.89
H  1.00  9.16  9.00
H  2.23  7.92  8.70
H  0.24  9.00  6.64
H  0.13  7.42  7.40

Atom charges from the Löwdin analysis, given in e for atoms 1 to 4:
1 C -0.0948
2 C -0.2419
3 C -0.2120
4 C -0.2168

---

(2)
One molecule with the formula C4H8FN. Source: the Open Molecules 2025 dataset; level of theory: ωB97M-V/def2-TZVPD.

Calculated values
- Relative energy (zero: lowest compared OMol25 entry of this formula, charge and spin): 79.9 kcal/mol
- Electronic energy: -311.69204 a.u.
- Frontier orbital gap: 9.820 eV
- Structure (SMILES): CN1C[C@@H]1CF

Positions of all 14 atoms, in Å:
C  2.44  -0.29  -0.06
C  0.53  1.03  0.16
C  -0.15  -0.13  -0.35
C  -1.45  -0.57  0.26
H  2.49  0.38  -0.90
H  2.56  -1.29  -0.40
H  3.32  -0.16  0.44
H  0.11  1.34  1.12
H  0.99  1.62  -0.46
H  0.11  -0.17  -1.37
H  -1.85  -1.59  -0.01
H  -1.40  -0.57  1.31
N  1.07  -0.25  0.28
F  -2.45  0.22  -0.20

Atom charges from the natural (NBO) analysis, given in e for atoms 1 to 4:
1 C -0.3985
2 C -0.2366
3 C -0.1005
4 C 0.0593

---

(3)
One molecule with the formula FH3O3Si. Source: the Open Molecules 2025 dataset; level of theory: ωB97M-V/def2-TZVPD.

Calculated values
- Relative energy (zero: lowest compared OMol25 entry of this formula, charge and spin): 11.4 kcal/mol
- Electronic energy: -617.08633 a.u.
- Frontier orbital gap: 11.736 eV
- Structure (SMILES): O[Si](O)(O)F

Positions of all 8 atoms, in Å:
O  -1.80  -0.15  -0.41
O  0.77  0.71  -1.33
O  0.52  -1.03  0.69
F  -0.52  1.60  0.73
Si  -0.30  0.31  -0.11
H  -2.09  -0.76  -1.07
H  0.81  0.15  -2.06
H  0.37  -1.65  1.36

Atom charges from the natural (NBO) analysis, given in e for atoms 1 to 4:
1 O -1.1163
2 O -1.0819
3 O -1.1408
4 F -0.6387

---

(4)
C41H43CaCl2FNPS2 as an isolated structure. Source: the Open Molecules 2025 dataset; level of theory: ωB97M-V/def2-TZVPD.

Calculated values
- Relative energy (zero: lowest compared OMol25 entry of this formula, charge and spin): 0.0 kcal/mol
- Electronic energy: -4478.59551 a.u.
- Frontier orbital gap: 4.858 eV
- Total charge: -2

Positions of all 92 atoms, in Å:
Ca  0.25  -0.34  0.56
C  3.13  0.17  4.43
C  2.56  -0.30  3.10
S  0.82  -0.66  3.17
C  3.36  -0.40  2.02
C  4.84  -0.09  2.14
S  2.89  -0.89  0.38
H  2.32  0.38  5.12
H  3.73  1.07  4.33
H  3.76  -0.60  4.89
H  5.23  -0.25  3.15
H  5.06  0.95  1.87
H  5.40  -0.72  1.45
C  1.35  7.87  1.20
C  1.92  7.27  0.09
C  1.84  5.89  -0.08
C  1.20  5.09  0.86
C  0.65  5.70  1.98
C  0.71  7.08  2.15
P  1.01  3.25  0.74
C  2.25  2.90  -0.57
C  1.95  2.82  -1.93
C  2.94  2.56  -2.86
C  4.25  2.36  -2.44
C  4.56  2.42  -1.09
C  3.57  2.69  -0.16
C  -0.56  3.07  -0.16
C  -1.31  4.15  -0.63
C  -2.54  3.92  -1.23
C  -3.00  2.61  -1.34
C  -2.22  1.56  -0.87
C  -0.97  1.72  -0.25
H  1.41  8.94  1.34
H  2.42  7.87  -0.66
H  2.28  5.43  -0.96
H  0.16  5.09  2.73
H  0.27  7.54  3.03
H  0.92  2.95  -2.24
H  2.69  2.49  -3.91
H  5.02  2.13  -3.17
H  5.57  2.23  -0.75
H  3.80  2.68  0.89
H  -0.94  5.16  -0.53
H  -3.14  4.75  -1.60
H  -3.97  2.41  -1.79
H  -2.63  0.56  -0.97
C  -2.58  -1.05  -3.05
C  -3.84  -1.82  -2.64
C  -3.63  -3.32  -2.84
C  -4.44  -1.43  -1.29
C  -5.78  -1.06  -1.31
C  -6.47  -0.70  -0.17
C  -5.78  -0.68  1.03
C  -4.43  -1.03  1.11
C  -3.78  -0.87  2.48
C  -3.04  -2.10  3.03
C  -2.88  0.36  2.50
C  -3.74  -1.43  -0.05
N  -2.37  -1.77  -0.02
C  -2.14  -3.10  0.05
C  -3.07  -4.14  0.29
C  -2.69  -5.47  0.33
C  -1.38  -5.87  0.14
C  -0.42  -4.88  -0.09
C  -0.82  -3.57  -0.13
F  0.13  -2.61  -0.37
H  -2.25  -1.42  -4.03
H  -1.78  -1.21  -2.32
H  -2.77  0.02  -3.12
H  -4.62  -1.53  -3.37
H  -2.79  -3.69  -2.25
H  -3.41  -3.52  -3.89
H  -4.52  -3.89  -2.55
H  -6.30  -1.06  -2.27
H  -7.51  -0.42  -0.21
H  -6.29  -0.38  1.94
H  -4.61  -0.67  3.17
H  -2.08  -2.24  2.54
H  -3.62  -3.01  2.90
H  -2.85  -1.96  4.09
H  -2.09  0.26  1.75
H  -2.40  0.48  3.47
H  -3.43  1.27  2.25
H  -4.11  -3.87  0.43
H  -3.46  -6.22  0.51
H  -1.09  -6.91  0.18
H  0.63  -5.10  -0.24
Cl  0.45  -1.36  -5.47
C  0.63  -0.18  -4.14
Cl  1.38  -0.87  -2.72
H  -0.36  0.17  -3.88
H  1.25  0.62  -4.51

Atom charges from the Löwdin analysis, given in e for atoms 1 to 4:
1 Ca 0.8336
2 C -0.1893
3 C -0.8389
4 S 0.3315